Version one
The following is a DFT calculation (ωB97M-V/def2-TZVPD) of a 2-piece molecular cluster, C2H10N4 overall.

SMILES string: [H]/N=C/N.NCN
Orbital gap: 9.50 eV
E_LUMO: 0.94 eV
Net charge: 0

XYZ file:
```
16
Properties=species:S:1:pos:R:3:mulliken_charge:R:1
N -0.94 0.83 0.37 -0.5320
C -2.33 1.40 -0.03 -0.2754
N -2.51 1.62 -1.45 -0.5544
H -0.70 -0.03 -0.21 0.2127
H -1.19 0.59 1.35 0.2224
H -2.51 2.29 0.69 0.2187
H -3.00 0.62 0.31 0.2626
H -3.52 1.54 -1.75 0.2230
H -1.94 1.12 -2.17 0.2166
N 2.75 -2.55 0.62 -0.5107
C 2.54 -1.23 0.08 0.0946
N 1.95 -0.23 0.74 -0.5977
H 3.69 -3.01 0.34 0.2582
H 2.47 -2.55 1.57 0.2361
H 3.25 -1.00 -0.68 0.2842
H 1.98 0.59 0.21 0.2409
```

Version two
The following is a DFT calculation (ωB97M-V/def2-TZVPD) of a 2-piece molecular cluster, C2H10N4 overall.

SMILES string: [H]/N=C/N.NCN
Orbital gap: 9.97 eV
E_LUMO: 0.85 eV
Net charge: 0

XYZ file:
```
16
Properties=species:S:1:pos:R:3:mulliken_charge:R:1
N -3.02 1.36 -0.82 -0.6655
C -2.03 0.25 -0.94 -0.2690
N -0.71 0.71 -1.30 -0.5061
H -2.74 1.96 -1.60 0.2615
H -2.76 1.94 -0.03 0.2151
H -2.07 -0.27 -0.01 0.2807
H -2.46 -0.34 -1.75 0.3221
H -0.02 0.67 -0.57 0.1339
H -0.37 0.38 -2.19 0.2248
N 2.49 -1.88 0.72 -0.6087
C 1.57 -0.86 1.15 0.0329
N 1.98 0.29 1.45 -0.6191
H 2.88 -2.33 1.54 0.2684
H 3.23 -1.38 0.24 0.2984
H 0.57 -1.26 1.33 0.3591
H 1.20 0.82 1.83 0.2715
```

Version three
The following is a DFT calculation (ωB97M-V/def2-TZVPD) of the molecule C2H10N4.

SMILES string: CCN(N)NN
Orbital gap: 9.94 eV
E_LUMO: 1.17 eV
Net charge: 0

XYZ file:
```
16
Properties=species:S:1:pos:R:3:mulliken_charge:R:1
C 1.25 1.34 -0.10 -1.1030
C 1.11 -0.03 0.53 -0.1716
N -1.79 0.40 -1.23 -0.7052
N -0.66 -1.69 1.02 -0.6828
N -0.74 -0.43 -1.00 -0.2403
N -0.33 -0.41 0.44 0.0479
H 0.66 2.19 0.50 0.2392
H 2.23 1.80 -0.04 0.3914
H 0.73 1.39 -1.13 0.2231
H 1.84 -0.80 0.02 0.2754
H 1.37 0.03 1.58 0.3192
H -2.60 0.26 -0.57 0.2483
H -1.39 1.37 -0.98 0.2737
H -0.33 -1.71 1.96 0.2648
H -0.14 -2.43 0.45 0.2594
H -1.20 -1.27 -1.46 0.3604
```

Most stable pick: version two. Distance to second place: 22.3 kcal/mol.